A:
The molecule C4H8O, computed with ωB97M-V/def2-TZVPD.

Calculated values
- SMILES: CC(C)C=O
- HOMO level: -9.791 eV
- M: 72.11 u
- LUMO: 1.0591 eV
- Orbital gap: 0.39874 Ha
- Net charge: 0

Element x y z (Å)
C -1.2896 0.3232 0.4277
C -0.0179 0.1548 -0.4108
C 0.5322 -1.2671 -0.3160
C 1.0158 1.1422 0.0990
O 1.5583 1.0342 1.1735
H -2.0330 -0.4292 0.1479
H -1.0490 0.2062 1.4894
H -1.7415 1.3104 0.2858
H -0.2387 0.3989 -1.4574
H 1.3818 -1.4102 -0.9904
H -0.2368 -1.9971 -0.5861
H 0.8691 -1.4636 0.7055
H 1.2491 1.9972 -0.5680

***

B:
The molecule C4H8O, computed with ωB97M-V/def2-TZVPD.

Calculated values
- SMILES: CC(C)C=O
- HOMO level: -9.408 eV
- M: 72.11 u
- LUMO: 0.9871 eV
- Orbital gap: 0.38201 Ha
- Net charge: 0

Element x y z (Å)
C -1.2476 0.6757 0.4608
C -0.0019 -0.0162 -0.5121
C 0.5993 -1.4570 -0.4944
C 0.8505 0.8889 0.2636
O 1.4083 0.5517 1.2860
H -1.7192 -0.0835 1.0800
H -0.9485 1.4605 1.2050
H -1.9616 1.2080 -0.1727
H -0.1582 0.2816 -1.5628
H 1.6789 -1.3804 -0.7343
H 0.1770 -2.1603 -1.2259
H 0.5806 -1.9008 0.4987
H 0.7423 1.9318 -0.0918

***

A is the most stable structure; the next one sits 31.8 kcal/mol above it.

***

A:
The molecule N2O3S, computed with ωB97M-V/def2-TZVPD.

Calculated values
- SMILES: O=NOSN=O
- HOMO level: -9.898 eV
- M: 108.08 u
- LUMO: -1.3023 eV
- Orbital gap: 0.31588 Ha
- Net charge: 0

Element x y z (Å)
O -2.9013 -0.2496 -0.1314
N -1.8161 -0.1446 0.3707
O -0.8384 0.4698 -0.3079
S 0.8602 0.9162 0.1227
N 2.1703 0.1822 0.0224
O 2.8594 -0.7672 -0.1075

***

B:
The molecule N2O3S, computed with ωB97M-V/def2-TZVPD.

Calculated values
- HOMO level: -12.058 eV
- M: 108.08 u
- LUMO: -0.5698 eV
- Orbital gap: 0.42218 Ha
- Net charge: 0

Element x y z (Å)
N -2.0439 -0.1081 0.0774
N -0.9675 0.1424 0.3018
O 0.3315 -0.1370 -1.4139
O 1.3139 -1.2276 0.5757
O 1.2409 1.2840 0.4570
S 0.9780 -0.0035 -0.1230

***

B is the most stable structure; the next one sits 114.3 kcal/mol above it.

***

A:
A structure of composition C6H12N2, computed with ωB97M-V/def2-TZVPD.

Calculated values
- HOMO level: -8.268 eV
- M: 112.18 u
- LUMO: 0.9399 eV
- Orbital gap: 0.33840 Ha
- Net charge: 0

Element x y z (Å)
C -2.2391 -0.7509 0.0413
C -1.0990 -0.1326 -0.7534
C -0.7181 1.3037 -0.2612
C 0.5290 1.1236 0.4856
C 0.2108 -0.7625 -0.2196
C 1.3468 0.2153 -0.4796
H -1.8390 -0.2238 1.1558
H -3.4277 -0.4867 -0.3625
H -2.3207 -2.0027 0.3152
H -1.0931 -0.1990 -1.8352
H -1.5566 1.6970 0.3927
H -0.5661 2.1618 -1.0041
H 1.2030 1.8153 0.9307
H 0.5049 -0.5212 2.1328
H 0.5388 -1.8678 -0.1847
H 1.5938 0.3956 -1.5463
H 2.5696 -0.7534 0.8007
H 3.7283 -0.2653 -0.5723
N 0.0904 -0.1138 1.1654
N 2.5441 -0.6326 -0.2013

***

B:
A structure of composition C6H12N2, computed with ωB97M-V/def2-TZVPD.

Calculated values
- HOMO level (alpha / beta): -6.275 / -5.537 eV
- M: 112.18 u
- LUMO (alpha / beta): 0.9311 / 0.3668 eV
- Orbital gap (alpha / beta): 0.26483 / 0.21698 Ha
- Net charge: 0

Element x y z (Å)
C 0.8324 0.8391 -1.2718
C -0.1024 -1.8932 -0.7405
C 0.0033 0.7394 -0.0464
C 0.6339 -0.7472 -0.0769
N 0.3175 1.5901 1.0955
N -2.2646 1.2024 0.6296
C -1.4131 0.5547 -0.1776
C 1.6526 -1.0254 0.7799
H 1.1281 2.1545 0.8827
H 0.5164 1.0320 1.9185
H -1.8609 1.8719 1.2740
H -3.2483 1.0029 0.6469
H 1.9012 0.7783 -1.2104
H 0.3607 0.9022 -2.2399
H -1.8317 -0.0795 -0.9412
H 0.6190 -2.6742 -0.9836
H -0.5840 -1.6073 -1.6743
H -0.8521 -2.3284 -0.0736
H 1.9727 -2.0497 0.9139
H 2.2194 -0.2628 1.2951

***

B is the most stable structure; the next one sits 38.0 kcal/mol above it.

***

A:
A structure of composition C6H12N2, computed with ωB97M-V/def2-TZVPD.

Calculated values
- HOMO level: -6.884 eV
- M: 112.18 u
- LUMO: 0.7232 eV
- Orbital gap: 0.27955 Ha
- Net charge: 0

Element x y z (Å)
C -0.5141 0.4839 -0.1820
C 1.5609 0.1487 -0.3026
C 0.5689 0.8648 -1.1935
C -1.7997 -0.1008 -0.7369
C 0.4795 -0.7108 0.3807
N -0.7191 1.5412 0.7902
N 0.2597 -2.0648 -0.0742
C 1.2890 -0.4412 1.5158
H 2.2732 0.8972 0.0401
H -1.2951 1.2327 1.5685
H -1.1420 2.3652 0.3739
H 0.8928 -2.3136 -0.8274
H 0.3742 -2.7259 0.6882
H 0.7251 1.9401 -1.3184
H 0.4495 0.4117 -2.1837
H -2.3746 0.6938 -1.2255
H -1.6102 -0.8962 -1.4584
H -2.4088 -0.5281 0.0655
H 1.0912 0.4272 2.1300
H 1.8996 -1.2252 1.9497

***

B:
The molecule C6H12N2, computed with ωB97M-V/def2-TZVPD.

Calculated values
- SMILES: C/C=C(N)\C(N)=C/C
- HOMO level: -7.475 eV
- M: 112.18 u
- LUMO: 1.0877 eV
- Orbital gap: 0.31466 Ha
- Net charge: 0

Element x y z (Å)
C 2.1109 -0.6891 -0.2050
C 0.8572 -0.7442 0.6302
C -0.4423 -0.9544 0.1334
N -1.2821 -2.0211 0.4573
C -0.8248 0.1363 -0.6521
N -1.7470 0.0656 -1.6974
C -0.0560 1.2614 -0.3021
C -0.1138 1.9785 1.0226
H 1.8962 -0.3482 -1.2171
H 2.8534 -0.0229 0.2420
H 2.5784 -1.6798 -0.2663
H 1.0556 -1.1433 1.6321
H -2.2385 -1.7738 0.6712
H -0.8935 -2.6977 1.0962
H -1.8662 0.9161 -2.2259
H -1.6855 -0.7596 -2.2781
H 0.1887 1.9465 -1.1227
H 0.8548 2.4171 1.2761
H -0.8303 2.8084 0.9819
H -0.4153 1.3043 1.8234

***

C:
A cluster of 2 separate species, C6H12N2 in total, computed with ωB97M-V/def2-TZVPD.

Calculated values
- SMILES: Cc1c[nH]cn1.CC
- HOMO level: -8.415 eV
- M: 112.18 u
- LUMO: 0.8540 eV
- Orbital gap: 0.34061 Ha
- Net charge: 0

Element x y z (Å)
C -1.8351 -1.3549 -0.7610
C -0.5018 -1.3527 -0.1267
C 0.6346 -0.8748 -0.7746
N 1.6772 -0.8481 0.1233
C 1.0975 -1.1996 1.3502
N -0.1618 -1.5627 1.2138
H -1.9009 -0.8810 -1.7236
H -2.6058 -0.7653 -0.2395
H -2.2245 -2.3898 -0.8186
H 0.7097 -0.5980 -1.7845
H 2.5908 -0.7148 -0.2371
H 1.6758 -1.1327 2.2402
C -0.2761 2.1360 -0.2743
C -0.3441 3.6404 -0.3012
H 0.5396 1.6932 -0.9093
H 0.0188 1.7151 0.6948
H -1.2791 1.7125 -0.4807
H -0.7980 4.1406 -1.1532
H 0.6643 4.1558 -0.3375
H -0.8945 3.8529 0.6422

***

C is the most stable structure; the next one sits 39.8 kcal/mol above it.

***

A:
The molecule C6H12N2, computed with ωB97M-V/def2-TZVPD.

Calculated values
- SMILES: C[C@@]12N[C@@H]1CC[C@@H]2N
- HOMO level: -8.744 eV
- M: 112.18 u
- LUMO: 0.9939 eV
- Orbital gap: 0.35785 Ha
- Net charge: 0

Element x y z (Å)
C 2.2584 -0.4639 -0.0267
C 0.8243 -0.1336 -0.2851
N 0.2360 1.3012 -0.5869
C -0.0969 0.2116 -1.4487
C -1.4506 -0.2610 -1.2049
C -1.7094 -0.1576 0.2849
C -0.3028 -0.4830 0.8110
N 0.2052 -0.0380 2.0901
H 2.9147 -0.6952 -1.0037
H 2.1400 -1.5029 0.7797
H 2.3785 0.5100 0.8486
H 1.1443 1.7097 -1.0259
H 0.1948 0.5235 -2.6253
H -1.3294 -1.3416 -1.5020
H -2.2312 0.5043 -1.6345
H -2.5696 -0.7810 0.4099
H -2.1160 0.9286 0.3499
H -0.6108 -1.6906 1.1155
H -0.5746 -0.2362 2.7646
H 0.4333 0.9531 2.2179

***

B:
A cluster of 2 separate species, C6H12N2 in total, computed with ωB97M-V/def2-TZVPD.

Calculated values
- SMILES: Cc1c[nH]cn1.CC
- HOMO level: -8.503 eV
- M: 112.18 u
- LUMO: 0.9005 eV
- Orbital gap: 0.34559 Ha
- Net charge: 0

Element x y z (Å)
C 1.9378 1.5469 1.7667
C 0.9161 1.3379 0.7283
C -0.3781 1.8005 0.5796
N -0.7642 1.7175 -0.7328
C 0.2874 1.0419 -1.3607
N 1.2513 0.8357 -0.5576
H 2.8967 1.9271 1.3618
H 2.3233 0.6315 2.2057
H 1.7476 2.2427 2.5896
H -1.0537 2.2655 1.2644
H -1.7133 1.9206 -0.9918
H 0.2176 0.9147 -2.4331
C -1.1776 -2.1611 0.1593
C -0.7499 -2.3672 -1.2830
H -0.4171 -2.5993 0.8239
H -1.2140 -1.0655 0.4338
H -2.1440 -2.5148 0.4882
H -1.2921 -1.8587 -2.0999
H -1.0052 -3.3754 -1.6143
H 0.3315 -2.2405 -1.3282

***

B is the most stable structure; the next one sits 113.3 kcal/mol above it.